Computed, not measured: a structure of composition C35H45BiN4OP2S3Se, with wB97M-V/def2-TZVPD.

XYZ file:
```
92
Properties=species:S:1:pos:R:3:mulliken_charge:R:1
Bi -0.270 0.722 -1.165 1.410
S -1.587 -1.453 -1.405 -0.675
C -1.339 -2.272 0.135 0.664
C -2.082 -3.435 0.354 -0.807
C -1.972 -4.153 1.532 -0.825
C -1.108 -3.713 2.527 -0.857
C -0.368 -2.562 2.325 -0.912
C -0.466 -1.831 1.138 -0.047
S 0.534 -0.386 1.014 0.365
H -2.761 -3.768 -0.421 0.474
H -2.563 -5.049 1.673 0.357
H -1.014 -4.259 3.458 0.375
H 0.305 -2.205 3.097 0.556
C -0.852 5.175 -2.416 -1.464
P 0.105 3.693 -2.914 1.012
C 1.732 4.455 -3.273 -1.373
C -0.516 3.450 -4.638 -1.419
C -1.865 2.726 -4.682 -0.957
P -1.802 1.029 -3.960 0.930
C -0.773 0.139 -5.187 -1.426
C -3.478 0.430 -4.377 -1.430
H -0.758 5.983 -3.146 0.434
H -0.490 5.518 -1.446 0.352
H -1.904 4.915 -2.291 0.342
H 1.649 5.294 -3.969 0.419
H 2.401 3.704 -3.694 0.352
H 2.174 4.809 -2.341 0.379
H 0.240 2.862 -5.168 0.431
H -0.581 4.416 -5.147 0.549
H -2.228 2.657 -5.713 0.539
H -2.617 3.283 -4.115 0.351
H -1.034 0.405 -6.214 0.500
H -0.930 -0.932 -5.049 0.391
H 0.286 0.336 -5.012 0.274
H -3.690 0.528 -5.444 0.439
H -4.216 0.998 -3.809 0.374
H -3.565 -0.617 -4.085 0.350
C 0.134 2.789 2.617 -1.121
N 1.449 2.197 2.760 0.440
C 2.382 2.085 1.791 -0.746
Se 2.334 2.719 0.067 -0.274
N 3.397 1.347 2.306 0.227
C 3.087 0.912 3.582 0.430
C 3.751 0.101 4.486 -0.880
C 3.108 -0.154 5.689 -0.531
C 1.851 0.383 5.973 -0.720
C 1.190 1.198 5.066 -0.641
C 1.836 1.454 3.868 0.822
H 0.083 3.311 1.666 0.252
H -0.046 3.483 3.438 0.392
H -0.614 1.995 2.628 0.423
H 4.204 1.109 1.756 0.335
H 4.721 -0.322 4.263 0.429
H 3.591 -0.786 6.422 0.399
H 1.381 0.155 6.920 0.406
H 0.212 1.606 5.279 0.456
C -4.634 2.907 3.949 -1.255
C -3.919 1.972 3.021 1.033
C -3.839 0.605 3.263 -1.184
C -3.179 -0.158 2.316 0.153
N -2.642 0.371 1.225 0.137
C -2.751 1.690 1.087 -0.226
S -2.032 2.455 -0.325 -0.359
N -3.366 2.516 1.937 -0.478
H -4.875 2.427 4.896 0.360
H -5.562 3.244 3.484 0.278
H -4.024 3.791 4.129 0.315
H -4.275 0.160 4.146 0.384
H -3.071 -1.234 2.427 0.280
C 1.091 -6.081 0.383 -1.606
C 1.566 -4.817 -0.274 0.565
C 1.144 -4.465 -1.545 -0.813
C 1.538 -3.278 -2.151 1.124
C 1.046 -2.981 -3.540 -1.204
C 2.393 -2.418 -1.445 1.115
C 2.753 -1.094 -1.974 -0.923
O 2.132 -0.484 -2.824 -0.411
C 2.879 -2.785 -0.173 0.901
C 3.820 -1.903 0.610 -1.557
C 2.447 -3.969 0.393 -0.691
H 0.464 -6.665 -0.289 0.344
H 0.506 -5.844 1.273 0.261
H 1.935 -6.701 0.694 0.405
H 0.476 -5.129 -2.085 0.288
H 0.671 -3.895 -4.001 0.462
H 1.826 -2.558 -4.170 0.371
H 0.233 -2.256 -3.498 -0.079
H 3.644 -0.619 -1.529 0.320
H 3.381 -0.914 0.753 0.012
H 4.783 -1.791 0.108 0.448
H 4.000 -2.337 1.593 0.394
H 2.791 -4.236 1.387 0.309
```

## Properties
Energy above the lowest of the compared OMol25 structures with the same formula, charge and spin   0.000 eV
Total charge   0
Max |F|   0.1 eV/Å
Frontier orbital gap   7.60 eV